DFT (the ωB97M-V functional and the def2-TZVPD basis) results for a structure of composition C41H34Br2F9N3O10RbS3Sb in a non-equilibrium geometry.

```
104
Properties=species:S:1:pos:R:3:forces:R:3
Rb 0.375484 -1.421783 -0.898505 -2.63 -0.53 0.37
O -0.247224 -3.355156 -4.816824 0.25 -0.21 -0.25
C -0.880933 -2.726857 -3.716175 -0.42 0.11 -0.03
C -2.336234 -3.197275 -3.548926 0.21 0.13 0.09
C -2.807286 -3.090157 -2.101947 0.08 0.19 -0.28
C -2.071287 -3.953712 -1.117233 -0.15 -0.35 -0.19
C -1.495832 -5.175143 -1.471216 0.04 0.09 0.04
C -0.939842 -5.975602 -0.491320 -0.14 0.09 0.07
C -0.975482 -5.538172 0.821445 -0.05 -0.10 -0.01
C -1.521720 -4.292090 1.078790 0.03 -0.40 0.10
N -2.063982 -3.529208 0.144577 0.02 0.33 -0.03
H 0.156540 -4.172847 -4.513281 0.02 0.05 0.01
H -0.873917 -1.654371 -3.929844 -0.03 -0.11 0.21
H -0.311218 -2.906668 -2.793005 -0.09 -0.18 -0.40
H -2.433483 -4.223547 -3.918877 0.07 0.03 -0.03
H -2.973998 -2.562330 -4.164854 -0.02 -0.04 0.01
H -3.867380 -3.366399 -2.054735 0.01 0.15 0.11
H -2.720885 -2.042692 -1.799108 -0.18 -0.07 0.05
H -1.492963 -5.499313 -2.499098 -0.01 0.01 -0.15
H -0.499261 -6.929173 -0.749602 0.05 -0.03 0.03
H -0.585053 -6.147646 1.617726 0.10 0.01 0.11
H -1.542554 -3.897900 2.088648 0.06 0.01 0.08
F 4.619376 -2.356573 -0.613243 -0.38 0.00 0.13
C 4.286767 -1.730809 0.498951 1.10 0.36 0.24
F 5.257745 -1.967995 1.403960 -0.09 0.00 -0.02
F 4.316600 -0.412516 0.316662 -0.30 -0.12 -0.08
S 2.626972 -2.258928 1.225902 0.64 -0.17 0.83
O 1.990508 -3.208332 0.367814 0.00 -0.37 -0.62
O 1.891855 -1.056342 1.475220 0.13 0.45 0.29
N 3.093937 -2.877634 2.599775 0.09 0.12 0.06
S 3.782097 -4.278357 2.411920 -0.12 -1.41 0.57
O 4.439561 -4.473504 1.159778 0.07 -0.24 -0.42
O 4.476636 -4.706003 3.588065 -0.20 0.31 0.33
C 2.264165 -5.421663 2.361593 -0.26 -0.26 0.29
F 2.028962 -5.977281 1.175717 0.29 0.15 -0.27
F 1.169934 -4.743809 2.724892 -0.11 0.12 0.07
F 2.362020 -6.447337 3.230666 0.40 0.09 0.10
C -1.463546 5.959304 0.895107 -0.06 0.06 0.06
C -2.086294 4.824543 0.149495 -0.10 0.16 0.15
C -1.284357 3.503365 0.233866 -0.08 -0.18 0.12
C -0.039991 3.459596 1.043610 0.27 -0.30 -0.10
C 0.414568 4.569908 1.624893 0.23 -0.63 0.14
C -0.327141 5.818450 1.579020 -0.30 0.49 -0.03
Sb 0.917781 1.467211 0.902901 -0.21 1.60 0.98
C 2.820986 2.447553 0.673355 -0.17 -0.36 0.09
C 3.919985 2.322475 1.506485 -0.09 -0.13 0.09
C 5.070825 3.057120 1.266924 0.21 0.06 0.13
C 5.151074 3.898155 0.171667 0.09 0.05 0.07
C 4.085795 3.967270 -0.709990 0.01 0.09 -0.11
C 2.933898 3.249976 -0.453382 -0.08 0.02 -0.09
C 0.764575 1.294038 3.071441 0.18 -0.21 -0.60
C 1.573997 1.877968 4.034003 0.11 0.15 -0.11
C 1.373949 1.607203 5.379527 0.10 0.13 0.08
C 0.345284 0.772694 5.779646 0.01 -0.07 0.11
C -0.472649 0.191649 4.825043 -0.13 -0.03 0.17
C -0.255381 0.446862 3.483563 -0.10 -0.09 -0.09
H -1.985716 6.909447 0.862764 0.02 0.08 0.10
H -3.140758 4.720790 0.436867 0.11 0.02 -0.08
H -1.906967 2.642956 0.490553 -0.11 0.02 -0.13
H 1.351485 4.568605 2.167329 0.14 -0.04 0.03
H 0.072022 6.652736 2.145228 0.01 0.11 -0.08
H 3.892045 1.626195 2.333070 0.01 0.00 0.13
H 5.912927 2.968821 1.940851 0.05 -0.03 0.04
H 6.038241 4.494950 0.004552 0.08 -0.05 -0.05
H 4.155856 4.574679 -1.601012 -0.02 0.08 -0.07
H 2.108613 3.306295 -1.150338 -0.03 0.05 -0.09
H 2.366268 2.554481 3.736408 0.04 -0.02 0.03
H 2.033787 2.041878 6.120197 0.00 0.07 0.02
H 0.189565 0.569599 6.831275 0.00 -0.04 0.04
H -1.269942 -0.471866 5.133933 -0.07 -0.03 -0.02
H -0.887123 -0.013573 2.733256 -0.04 -0.08 0.01
F 2.670709 1.441669 -4.072514 0.19 0.06 0.24
C 2.209793 0.190881 -3.902959 0.17 0.00 0.07
F 0.872274 0.289934 -3.878144 -0.14 -0.25 0.27
F 2.539375 -0.492032 -5.008591 0.06 -0.15 0.11
S 2.912367 -0.626698 -2.346857 0.31 1.45 -2.38
O 4.317303 -0.409531 -2.517247 0.15 -0.12 0.08
O 2.257238 0.136936 -1.302158 0.72 0.65 -0.11
O 2.409795 -1.970205 -2.466592 0.19 -0.63 -0.14
Br -5.696973 1.108590 -1.395865 0.18 -0.01 -0.02
C -4.660887 0.100845 -0.183894 -0.27 -0.10 0.20
C -5.297375 -0.812924 0.639078 0.25 0.10 -0.09
C -4.526334 -1.493501 1.565436 0.09 0.08 0.10
C -3.168967 -1.211189 1.632263 -0.34 -0.10 0.16
N -2.565244 -0.342328 0.836395 0.31 -0.03 0.21
C -3.290214 0.299777 -0.064360 -0.25 0.21 -0.22
H -6.364795 -0.970907 0.563217 0.00 -0.01 -0.02
H -4.988695 -2.210099 2.229095 0.09 -0.07 0.08
H -2.537751 -1.682009 2.372379 0.03 -0.20 0.08
H -2.757017 0.984581 -0.705382 -0.20 0.01 -0.08
Br -4.966266 3.455940 -3.925525 -0.22 0.48 0.06
C -3.399642 3.510455 -2.839272 -0.23 0.80 0.00
C -3.120937 4.654281 -2.210332 -0.03 -0.04 -0.10
C -1.883339 4.840962 -1.389338 -0.16 0.17 -0.19
C -0.985881 3.588749 -1.289114 0.07 -0.14 -0.26
C -1.413866 2.400621 -2.070284 -0.04 0.11 -0.23
C -2.554181 2.335137 -2.766215 0.46 -1.01 -0.09
C -2.934369 0.979249 -3.434432 0.14 0.46 0.31
O -3.606188 1.029757 -4.463109 -0.03 -0.14 -0.52
O -2.514994 -0.021983 -2.814904 0.38 -0.59 0.18
H -3.778214 5.510299 -2.294053 -0.12 -0.02 -0.08
H -1.352179 5.738602 -1.729702 -0.06 -0.05 0.04
H 0.068262 3.808887 -1.476787 -0.06 0.03 0.09
H -0.765093 1.531039 -2.026645 -0.16 -0.08 -0.05
```
Positions in Å, forces in eV/Å.

**Charge**: -2
**Lowest unoccupied orbital energy**: 0.12526 Ha
**Electronic energy**: -272255.8360 eV

These are the Löwdin partial charges, in e, on atoms 1 to 2: number 1, Rb, carries 0.930; number 2, O, carries -0.058

DFT (the ωB97M-V functional and the def2-TZVPD basis) results for a structure of composition C41H34CrN2O2P2S2.

```
84
Properties=species:S:1:pos:R:3:forces:R:3
Cr -1.559341 0.119139 1.469242 -0.09 0.52 -0.18
O -1.904420 1.697779 2.552163 0.01 -0.20 -0.14
C -2.742668 2.666684 2.219071 0.07 -0.18 0.05
C -2.437788 3.976738 2.568643 -0.01 0.20 0.05
C -3.314093 5.040432 2.330885 0.03 -0.06 -0.02
C -4.536574 4.795456 1.707355 0.02 -0.08 0.00
C -4.862735 3.503954 1.331006 0.01 0.04 0.02
C -4.000859 2.402470 1.566313 -0.05 -0.01 -0.07
C -4.390329 1.092148 1.224452 0.25 -0.13 0.20
N -3.548190 0.026883 1.212533 -0.20 0.00 -0.29
C -4.067726 -1.266088 1.562366 0.06 0.01 0.07
C -3.482761 -1.607121 2.937669 0.10 0.07 0.03
N -2.060899 -1.231363 2.934811 -0.15 -0.19 0.19
C -1.267497 -1.801081 3.754778 0.12 -0.04 0.01
C 0.143904 -1.530054 3.920579 -0.32 -0.01 -0.02
C 0.828022 -2.222081 4.929074 0.05 -0.06 0.02
C 2.158717 -2.001910 5.195522 0.02 0.10 -0.08
C 2.833154 -1.032274 4.425762 0.03 -0.10 0.11
C 2.198775 -0.335744 3.434019 -0.09 -0.02 -0.06
C 0.822317 -0.565400 3.117503 0.13 -0.02 -0.14
O 0.291010 0.064988 2.148946 0.08 0.18 0.17
H -1.479583 4.142778 3.048185 0.00 0.00 0.00
H -3.034245 6.048143 2.617384 0.01 0.01 0.00
H -5.223167 5.610827 1.504853 -0.02 0.00 0.00
H -5.807296 3.308931 0.830210 -0.01 0.00 0.00
H -5.435239 0.920330 0.955452 -0.03 0.00 -0.05
H -3.763170 -2.030935 0.838855 0.01 0.01 -0.01
H -5.163941 -1.264962 1.619858 -0.01 -0.01 0.00
H -3.598251 -2.663855 3.207106 0.00 -0.02 0.01
H -3.985397 -0.988949 3.687620 -0.02 0.03 0.00
H -1.676930 -2.575828 4.415577 0.02 0.05 0.01
H 0.276191 -2.957547 5.508776 -0.01 0.01 0.00
H 2.669879 -2.552293 5.974671 0.02 0.00 0.00
H 3.883010 -0.834524 4.619691 0.00 0.00 0.01
H 2.716045 0.403911 2.835315 -0.01 0.00 -0.01
S -1.206455 1.533778 -0.528959 0.03 0.03 0.04
P 0.690513 1.110508 -1.164926 0.11 0.16 0.15
C 1.492637 -0.295234 -0.806804 -0.07 0.05 -0.17
P 0.591087 -1.669518 -0.917456 0.04 -0.30 0.10
S -1.199392 -1.946470 0.064335 0.05 -0.06 0.02
C 1.624159 -3.073082 -0.322429 -0.07 0.03 -0.01
C 2.617001 -2.803136 0.612654 0.02 -0.01 0.01
C 3.357026 -3.837298 1.172715 -0.03 0.05 -0.02
C 3.124791 -5.150952 0.785988 -0.01 0.01 0.00
C 2.140640 -5.427114 -0.155416 -0.02 0.06 -0.01
C 1.389448 -4.391839 -0.697579 -0.01 -0.04 -0.01
C 0.234211 -2.181933 -2.662219 0.06 0.02 -0.04
C 1.312785 -2.363535 -3.532524 -0.04 0.03 0.03
C 1.106120 -2.594384 -4.883290 -0.02 0.02 0.03
C -0.188435 -2.627876 -5.393947 0.03 -0.01 0.02
C -1.264144 -2.437284 -4.541599 0.02 0.01 0.06
C -1.053822 -2.219951 -3.181951 -0.02 -0.01 -0.06
C 1.751735 2.515631 -0.621056 -0.10 0.00 0.02
C 1.407276 3.833846 -0.908113 -0.02 0.01 0.00
C 2.196905 4.882824 -0.462464 0.00 -0.04 0.01
C 3.339945 4.621844 0.286156 -0.01 -0.01 -0.01
C 3.684895 3.310831 0.581185 -0.03 -0.05 -0.01
C 2.891908 2.260705 0.127708 0.03 0.01 -0.02
C 0.638647 1.451884 -2.984999 0.05 -0.04 -0.02
C -0.539554 1.532414 -3.716044 0.00 -0.01 -0.03
C -0.504082 1.660989 -5.102325 0.01 -0.01 0.05
C 0.709558 1.719565 -5.769244 0.01 -0.01 0.01
C 1.895754 1.641394 -5.045266 -0.04 -0.01 0.05
C 1.855907 1.500348 -3.667127 0.00 0.01 -0.04
H 2.784225 -1.767503 0.889152 0.00 -0.02 0.00
H 4.111119 -3.614582 1.918730 0.00 0.00 0.00
H 3.703906 -5.958545 1.219845 0.00 0.00 0.01
H 1.950954 -6.450764 -0.458385 0.00 0.00 -0.01
H 0.605742 -4.608890 -1.414966 0.00 0.00 0.00
H 2.320512 -2.292627 -3.137577 0.01 0.00 0.00
H 1.953854 -2.725976 -5.546167 0.01 0.00 0.00
H -0.352526 -2.788468 -6.453489 0.00 0.00 -0.01
H -2.274475 -2.444561 -4.934721 -0.01 0.00 0.01
H -1.886605 -2.058797 -2.507869 -0.01 0.00 -0.01
H 0.499431 4.034081 -1.466579 0.00 0.00 0.01
H 1.913576 5.905570 -0.682297 0.00 0.00 -0.01
H 3.951675 5.441175 0.647003 0.01 0.00 0.00
H 4.569857 3.104200 1.172749 0.00 -0.01 0.00
H 3.127197 1.222595 0.339048 0.01 0.01 0.01
H -1.482899 1.481080 -3.185268 0.00 0.01 -0.02
H -1.432126 1.709478 -5.660613 -0.01 0.00 0.00
H 0.735263 1.814613 -6.849010 0.00 0.00 0.00
H 2.849724 1.675402 -5.559344 0.01 0.00 0.00
H 2.776633 1.405989 -3.101508 0.00 0.00 0.00
```
Positions in Å, forces in eV/Å.

**Charge**: -2
**Lowest unoccupied orbital energy (alpha / beta)**: 0.16640 / 0.16629 Ha
**Electronic energy**: -118817.1587 eV
**Spin multiplicity**: 5

These are the Löwdin partial charges, in e, on atoms 1 to 2: number 1, Cr, carries 0.445; number 2, O, carries -0.219